Computed, not measured: a cluster of 3 separate species, C13H14O in total at a distorted geometry, with ωB97M-V/def2-TZVPD.

Positions of all 28 atoms, in Å:
C: -2.50 -0.17 1.87
C: -3.11 -0.86 0.37
C: -2.31 -0.31 -0.87
C: -0.99 0.10 -0.70
C: -0.55 1.38 -0.15
C: 0.80 1.81 -0.17
C: 1.88 0.91 -0.10
C: 3.33 1.28 -0.11
C: 4.18 0.27 0.26
C: 3.79 -1.10 0.04
C: 2.53 -1.44 -0.55
C: 1.47 -0.46 -0.48
C: 0.12 -0.77 -0.72
H: -2.09 1.57 1.78
H: -1.29 -0.90 2.31
H: -3.66 -0.39 2.50
H: -4.25 -0.72 0.12
H: -2.84 -2.09 0.15
H: -2.33 -1.02 -1.64
H: -4.02 0.46 -1.59
H: -1.42 2.05 0.10
H: 1.05 2.87 0.17
H: 3.31 2.35 -0.09
H: 5.22 0.62 0.45
H: 4.47 -1.93 0.03
H: 2.20 -2.33 -1.15
H: 0.12 -2.03 -0.54
O: -3.13 0.87 -1.26

Values from the calculation:
HOMO energy = -8.02 eV
DFT total energy = -578.644756 Ha
2S+1 = 1



Computed, not measured: a cluster of 2 separate species, CH7N2O in total at a distorted geometry, with ωB97M-V/def2-TZVPD.

Positions of all 11 atoms, in Å:
O: 0.03 2.81 0.03
H: 0.08 1.82 -0.48
N: -0.57 -1.56 0.83
C: 0.45 -0.98 -0.10
N: 0.01 0.26 -0.71
H: -0.63 -1.09 1.72
H: -1.44 -1.55 0.16
H: 1.39 -0.78 0.40
H: 0.62 -1.76 -0.96
H: 0.83 2.74 0.43
H: -0.78 0.09 -1.33

Values from the calculation:
HOMO energy = -2.08 eV
Net charge = -1
DFT total energy = -226.999643 Ha
2S+1 = 1



Computed, not measured: a cluster of 2 separate species, C4H13NOS2 in total at a distorted geometry, with ωB97M-V/def2-TZVPD.

Positions of all 21 atoms, in Å:
C: -2.81 -1.13 2.75
S: -2.12 -2.32 1.56
S: -0.31 -1.57 1.06
C: -0.77 -0.27 -0.15
C: 0.21 0.85 -0.38
C: 0.17 1.76 0.86
N: 1.61 0.46 -0.63
H: -2.09 -0.69 3.43
H: -3.29 -0.33 2.20
H: -3.61 -1.67 3.23
H: -0.92 -0.87 -1.07
H: -1.81 0.03 -0.19
H: -0.17 1.38 -1.24
H: 1.15 2.04 1.17
H: -0.26 1.30 1.75
H: -0.33 2.71 0.64
H: 1.62 -0.56 -0.62
H: 1.99 0.76 -1.51
O: 3.50 -0.59 -4.26
H: 4.12 -1.14 -3.75
H: 4.11 -0.13 -4.85

Values from the calculation:
HOMO energy = -8.57 eV
DFT total energy = -1086.542253 Ha
2S+1 = 1
SMILES string = CSSC[C@@H](C)N.O



Computed, not measured: a cluster of 2 separate species, C2H2OS in total at a distorted geometry, with ωB97M-V/def2-TZVPD.

Positions of all 6 atoms, in Å:
C: -1.99 0.81 -0.35
C: 1.31 -0.17 0.03
O: -3.03 0.31 -0.35
S: 0.07 -1.15 0.41
H: 1.41 0.83 0.19
H: 2.23 -0.63 0.07

Values from the calculation:
HOMO energy (alpha / beta) = -7.37 / -10.68 eV
⟨S²⟩ = 2.01
DFT total energy = -550.708281 Ha
2S+1 = 3



Computed, not measured: the ion C5H10NO with charge -1 at a distorted geometry, with ωB97M-V/def2-TZVPD.

Positions of all 17 atoms, in Å:
N: -0.45 -0.05 -3.07
C: 0.02 0.65 -1.94
C: -0.23 0.26 -0.67
C: 0.09 1.01 0.59
C: 0.65 0.04 1.64
C: -0.27 -1.21 1.98
O: -0.07 -1.71 3.21
H: -0.02 0.21 -3.93
H: -1.45 0.03 -3.07
H: 0.98 1.19 -2.11
H: -0.50 -0.79 -0.64
H: -0.88 1.36 0.95
H: 0.85 1.76 0.32
H: 1.50 -0.50 1.24
H: 1.04 0.60 2.50
H: -1.35 -0.92 1.79
H: 0.11 -1.96 1.21

Values from the calculation:
HOMO energy = -2.03 eV
Net charge = -1
DFT total energy = -326.427454 Ha
2S+1 = 1
SMILES string = N/C=C/CCC[O-]



Computed, not measured: an isolated molecule of C4H3I at a distorted geometry, with ωB97M-V/def2-TZVPD.

Positions of all 8 atoms, in Å:
C: 0.46 1.98 0.72
C: 0.03 1.02 0.10
C: -0.48 -0.23 -0.32
C: 0.37 -1.26 -0.13
I: -2.47 -1.03 -1.24
H: 0.59 3.03 0.92
H: 0.10 -2.33 -0.48
H: 1.39 -1.20 0.43

Values from the calculation:
HOMO energy = -9.25 eV
DFT total energy = -451.771133 Ha
2S+1 = 1
SMILES string = C#CC(=C)I